The following is a quantum chemistry calculation of a structure of composition C47H89F4I2NO14PS6, from the Open Molecules 2025 dataset.

Summary:
LUMO level	-2.4	eV
HOMO level	-10.783	eV
calculated total energy	-6677.39429	Eh
charge	+1

Element x y z (Å)
C (3.22, -5.83, 2.31)
C (4.21, -5.46, 1.20)
C (3.79, -4.22, 0.41)
C (4.33, -2.88, 0.95)
C (3.21, -1.93, 1.35)
C (3.63, -0.47, 1.33)
C (2.46, 0.50, 1.48)
C (1.72, 0.63, 0.14)
C (0.77, 1.81, 0.07)
C (-0.52, 1.65, 0.91)
C (-0.84, 0.22, 1.27)
C (-1.60, -0.49, 0.16)
C (-0.94, -0.79, -1.15)
O (-1.96, -0.98, -2.12)
C (-1.52, -1.05, -3.40)
F (-0.48, -1.91, -3.54)
F (-1.09, 0.17, -3.84)
F (-2.53, -1.45, -4.19)
N (-2.43, -1.57, 0.77)
C (-1.83, -2.91, 1.00)
I (0.24, -3.00, 1.40)
C (-2.61, -3.99, 0.99)
C (-4.09, -3.94, 0.75)
I (-1.91, -5.93, 1.36)
C (-3.07, -0.88, 1.95)
C (-4.31, -0.07, 1.64)
C (-5.48, -0.77, 0.93)
C (-6.26, 0.26, 0.14)
F (-5.52, 0.56, -1.00)
C (-1.88, 0.02, 2.47)
P (-2.19, 1.46, 3.58)
C (-3.38, 0.84, 4.82)
O (-3.08, 2.57, 2.71)
H (2.60, -6.67, 2.01)
H (2.55, -5.00, 2.52)
H (3.73, -6.15, 3.21)
H (5.22, -5.38, 1.58)
H (4.23, -6.29, 0.51)
H (2.70, -4.19, 0.45)
H (4.04, -4.35, -0.64)
H (4.97, -3.08, 1.80)
H (4.95, -2.43, 0.18)
H (2.83, -2.17, 2.35)
H (2.40, -2.05, 0.64)
H (4.40, -0.25, 2.06)
H (4.09, -0.29, 0.36)
H (2.89, 1.47, 1.72)
H (1.81, 0.15, 2.27)
H (2.48, 0.79, -0.61)
H (1.26, -0.33, -0.09)
H (0.54, 2.02, -0.97)
H (1.30, 2.68, 0.44)
H (-0.45, 2.30, 1.77)
H (-1.35, 2.03, 0.30)
H (-0.01, -0.37, 1.62)
H (-2.35, 0.26, -0.10)
H (-0.28, -1.64, -1.06)
H (-0.32, 0.06, -1.42)
H (-3.15, -1.75, 0.05)
H (-4.53, -3.17, 1.36)
H (-4.33, -3.85, -0.31)
H (-4.53, -4.87, 1.09)
H (-3.21, -1.58, 2.76)
H (-4.03, 0.76, 1.00)
H (-4.69, 0.36, 2.56)
H (-5.15, -1.51, 0.21)
H (-6.15, -1.25, 1.64)
H (-6.35, 1.17, 0.71)
H (-7.24, -0.13, -0.15)
H (-1.36, -0.64, 3.16)
H (-4.07, 1.64, 5.08)
H (-2.82, 0.55, 5.70)
H (-3.99, 0.00, 4.48)
H (-2.94, 2.45, 1.77)
C (8.96, -2.84, -1.97)
C (9.94, -2.55, -0.83)
C (9.28, -3.05, 0.47)
S (8.19, -4.39, -0.01)
O (6.83, -3.98, 0.24)
O (8.70, -5.64, 0.49)
C (8.49, -4.28, -1.77)
H (9.42, -2.70, -2.95)
H (8.11, -2.16, -1.91)
H (10.87, -3.08, -1.00)
H (10.17, -1.49, -0.76)
H (10.01, -3.42, 1.19)
H (8.67, -2.28, 0.93)
H (7.58, -4.52, -2.31)
H (9.27, -5.00, -2.02)
C (-7.81, -6.49, 2.83)
C (-8.35, -5.74, 1.60)
C (-8.56, -4.28, 2.01)
S (-7.37, -3.95, 3.32)
O (-8.09, -3.68, 4.53)
O (-6.35, -3.04, 2.84)
C (-6.70, -5.61, 3.40)
H (-7.43, -7.48, 2.56)
H (-8.60, -6.62, 3.56)
H (-7.61, -5.79, 0.79)
H (-9.27, -6.18, 1.23)
H (-8.37, -3.59, 1.19)
H (-9.55, -4.11, 2.42)
H (-6.44, -5.85, 4.43)
H (-5.81, -5.63, 2.77)
C (3.10, 6.33, -2.17)
C (2.37, 5.50, -3.24)
C (3.21, 4.24, -3.50)
S (4.09, 3.91, -1.97)
O (5.50, 4.07, -2.20)
O (3.57, 2.71, -1.36)
C (3.49, 5.34, -1.08)
H (2.48, 7.13, -1.79)
H (4.00, 6.78, -2.61)
H (1.38, 5.22, -2.87)
H (2.24, 6.07, -4.16)
H (2.59, 3.38, -3.74)
H (3.95, 4.40, -4.28)
H (4.27, 5.71, -0.41)
H (2.62, 5.03, -0.50)
C (10.10, 2.64, -2.66)
C (8.71, 3.30, -2.70)
C (7.76, 2.32, -3.40)
S (8.42, 0.68, -3.11)
O (8.84, 0.10, -4.36)
O (7.53, -0.03, -2.22)
C (9.87, 1.20, -2.20)
H (10.78, 3.17, -2.00)
H (10.54, 2.64, -3.66)
H (8.37, 3.47, -1.68)
H (8.74, 4.26, -3.21)
H (6.75, 2.38, -3.01)
H (7.75, 2.48, -4.48)
H (10.70, 0.53, -2.42)
H (9.63, 1.16, -1.14)
C (-9.86, 0.33, 5.65)
C (-10.71, 0.74, 6.86)
C (-12.07, 0.03, 6.72)
S (-11.75, -1.47, 5.79)
O (-12.43, -1.38, 4.52)
O (-11.92, -2.62, 6.64)
C (-10.01, -1.18, 5.52)
H (-8.81, 0.62, 5.77)
H (-10.24, 0.83, 4.75)
H (-10.22, 0.41, 7.78)
H (-10.84, 1.82, 6.93)
H (-12.49, -0.24, 7.68)
H (-12.78, 0.63, 6.16)
H (-9.73, -1.57, 4.54)
H (-9.46, -1.70, 6.30)
C (0.04, 8.32, -8.44)
C (-0.65, 8.41, -7.07)
C (0.01, 7.37, -6.16)
S (1.70, 7.17, -6.76)
O (1.85, 5.83, -7.26)
O (2.62, 7.72, -5.80)
C (1.54, 8.29, -8.15)
H (-0.22, 9.16, -9.08)
H (-0.26, 7.40, -8.95)
H (-0.51, 9.41, -6.66)
H (-1.72, 8.23, -7.15)
H (0.05, 7.69, -5.12)
H (-0.48, 6.40, -6.23)
H (2.14, 7.92, -8.98)
H (1.90, 9.27, -7.83)

Löwdin population analysis, charges in e, atoms 1 to 8: number 1, C, carries -0.10; number 2, C, carries -0.25; number 3, C, carries -0.21; number 4, C, carries -0.20; number 5, C, carries -0.31; number 6, C, carries -0.20; number 7, C, carries -0.18; number 8, C, carries -0.22

---

The following is a quantum chemistry calculation of a cluster of 6 separate species, C47H92ClF3I2N3O8S in total, from the Open Molecules 2025 dataset.

Summary:
LUMO level	-3.9	eV
HOMO level	-10.716	eV
calculated total energy	-4364.68588	Eh
energy relative to the best compared isomer or geometry (same formula, charge and spin)	5.318	eV
charge	+1

Element x y z (Å)
C (-5.36, -1.92, 0.04)
C (-4.52, -0.91, -0.14)
C (-3.36, 0.21, -0.21)
C (-2.27, -0.15, 0.99)
C (-0.86, 0.38, 0.44)
C (0.34, 0.60, 1.55)
C (-0.30, 1.10, 2.91)
C (-0.88, 0.07, 3.98)
C (-1.58, 0.96, 5.17)
F (-2.00, -0.05, 6.15)
F (-0.64, 1.80, 5.87)
F (-2.78, 1.62, 4.75)
C (1.09, -0.83, 1.51)
C (0.24, -2.15, 1.83)
C (-0.08, -2.98, 0.44)
C (-0.45, -4.54, 0.75)
C (-1.35, -5.13, -0.49)
S (-0.36, -5.31, -2.07)
O (-1.14, -6.19, -3.05)
O (0.98, -5.98, -1.78)
Cl (-0.09, -3.43, -3.02)
C (2.53, -0.96, 2.23)
C (2.49, -0.80, 3.86)
N (2.06, -2.04, 4.58)
N (3.25, -2.25, 2.06)
C (3.30, -2.85, 0.72)
C (4.78, -3.49, 0.45)
C (3.43, 0.18, 1.48)
C (2.70, 1.64, 1.48)
C (2.98, 2.29, 2.93)
C (4.29, 2.17, 3.59)
C (3.69, 2.58, 0.54)
C (3.77, 2.19, -1.00)
O (4.40, 2.92, -1.85)
N (1.30, 1.64, 0.95)
C (0.75, 3.00, 0.69)
I (0.30, 4.57, 2.19)
C (0.40, 3.48, -0.65)
C (-0.16, 4.99, -0.93)
I (0.53, 2.28, -2.46)
H (-5.90, -2.92, 0.20)
H (-2.81, 0.23, -1.23)
H (-3.87, 1.23, 0.03)
H (-2.71, 0.37, 1.91)
H (-2.37, -1.31, 1.06)
H (-0.55, -0.39, -0.38)
H (-1.14, 1.32, -0.15)
H (0.35, 1.84, 3.55)
H (-1.21, 1.78, 2.61)
H (-0.13, -0.60, 4.53)
H (-1.73, -0.63, 3.61)
H (1.37, -0.94, 0.37)
H (0.79, -2.94, 2.49)
H (-0.79, -2.02, 2.32)
H (0.76, -2.88, -0.34)
H (-1.04, -2.55, -0.08)
H (-1.13, -4.61, 1.68)
H (0.50, -5.18, 0.85)
H (-1.87, -6.12, -0.20)
H (-2.18, -4.34, -0.72)
H (1.90, 0.12, 4.22)
H (3.61, -0.61, 4.17)
H (1.83, -1.73, 5.54)
H (2.92, -2.63, 4.68)
H (4.21, -2.08, 2.43)
H (2.57, -3.76, 0.70)
H (3.03, -2.20, -0.19)
H (4.95, -4.39, 1.16)
H (5.54, -2.63, 0.57)
H (4.78, -3.87, -0.65)
H (3.41, -0.14, 0.35)
H (4.53, 0.19, 1.76)
H (2.24, 2.84, 3.61)
H (4.85, 1.18, 3.69)
H (4.74, 3.19, 3.95)
H (3.41, 3.71, 0.63)
H (4.79, 2.53, 0.94)
H (3.28, 1.22, -1.42)
H (1.44, 1.19, 0.00)
H (0.56, 5.81, -0.56)
H (-0.35, 5.19, -2.05)
H (-1.20, 5.09, -0.41)
C (-6.67, -1.86, -5.07)
C (-5.83, -0.60, -5.19)
O (-4.83, -0.48, -4.18)
C (-3.87, -1.52, -4.12)
C (-3.05, -1.67, -5.39)
H (-7.16, -1.90, -4.09)
H (-7.44, -1.88, -5.85)
H (-6.07, -2.77, -5.17)
H (-6.48, 0.27, -5.10)
H (-5.36, -0.54, -6.18)
H (-4.35, -2.47, -3.84)
H (-3.19, -1.27, -3.29)
H (-3.68, -1.94, -6.25)
H (-2.30, -2.46, -5.27)
H (-2.54, -0.74, -5.63)
C (-2.68, -3.03, 5.96)
C (-2.84, -3.74, 4.63)
O (-1.62, -4.28, 4.12)
C (-0.97, -5.25, 4.94)
C (-1.82, -6.48, 5.21)
H (-1.95, -2.22, 5.87)
H (-3.64, -2.60, 6.28)
H (-2.34, -3.70, 6.75)
H (-3.20, -3.03, 3.88)
H (-3.60, -4.53, 4.69)
H (-0.64, -4.79, 5.87)
H (-0.07, -5.55, 4.40)
H (-2.74, -6.24, 5.76)
H (-1.26, -7.20, 5.81)
H (-2.11, -6.96, 4.27)
C (4.92, 7.35, 3.00)
C (4.41, 6.40, 4.07)
O (5.29, 6.25, 5.17)
C (5.59, 7.44, 5.90)
C (4.37, 8.09, 6.52)
H (5.89, 7.02, 2.63)
H (4.21, 7.40, 2.16)
H (5.04, 8.36, 3.39)
H (4.30, 5.40, 3.63)
H (3.41, 6.69, 4.42)
H (6.14, 8.14, 5.27)
H (6.27, 7.14, 6.71)
H (3.65, 8.41, 5.76)
H (4.65, 8.97, 7.10)
H (3.85, 7.39, 7.18)
C (-10.39, -2.86, -9.73)
C (-11.42, -2.63, -8.64)
O (-10.84, -2.26, -7.39)
C (-10.08, -1.06, -7.37)
C (-10.88, 0.17, -7.78)
H (-9.67, -3.63, -9.43)
H (-10.88, -3.18, -10.66)
H (-9.82, -1.95, -9.95)
H (-11.96, -3.57, -8.47)
H (-12.17, -1.90, -8.94)
H (-9.19, -1.17, -8.00)
H (-9.73, -0.93, -6.35)
H (-11.26, 0.09, -8.80)
H (-10.26, 1.06, -7.71)
H (-11.75, 0.29, -7.12)
C (7.35, 1.89, -2.32)
C (8.85, 2.07, -2.27)
O (9.52, 1.64, -3.45)
C (9.15, 2.29, -4.66)
C (9.40, 3.79, -4.64)
H (7.10, 0.84, -2.50)
H (6.89, 2.20, -1.38)
H (6.89, 2.47, -3.12)
H (9.25, 1.47, -1.45)
H (9.11, 3.11, -2.05)
H (8.11, 2.07, -4.90)
H (9.76, 1.85, -5.45)
H (8.81, 4.29, -3.87)
H (9.14, 4.23, -5.60)
H (10.45, 4.00, -4.43)

Löwdin population analysis, charges in e, atoms 1 to 8: number 1, C, carries 0.07; number 2, C, carries -0.11; number 3, C, carries -0.17; number 4, C, carries -0.18; number 5, C, carries -0.13; number 6, C, carries -0.24; number 7, C, carries -0.14; number 8, C, carries -0.06

---

The following is a quantum chemistry calculation of a cluster of 9 separate species, C47H95BrF8IN13O11P in total, from the Open Molecules 2025 dataset.

Summary:
LUMO level	-1.4	eV
HOMO level	-10.358	eV
calculated total energy	-7399.21445	Eh
charge	+1

Element x y z (Å)
C (3.35, 2.66, 3.44)
C (2.82, 2.26, 4.82)
O (2.35, 0.92, 4.90)
C (1.22, 0.67, 4.13)
N (1.61, -0.21, 3.00)
C (2.90, -0.89, 3.13)
C (0.81, -0.35, 1.97)
N (-0.41, 0.28, 2.07)
C (-1.28, 0.37, 0.85)
C (-0.82, 1.64, 0.09)
C (-1.14, 3.02, 0.65)
C (-0.55, 3.36, 2.01)
C (-1.02, 4.69, 2.60)
F (-0.11, 5.11, 3.53)
F (-2.20, 4.50, 3.26)
C (-1.25, 5.85, 1.61)
F (-0.22, 5.96, 0.74)
F (-2.40, 5.70, 0.94)
F (-1.32, 7.01, 2.31)
C (-2.64, 0.67, 1.49)
C (-3.77, 1.19, 0.60)
C (-4.53, 2.29, 1.30)
N (-4.97, 3.34, 0.51)
O (-4.72, 2.25, 2.50)
C (-1.13, -0.94, -0.04)
P (-2.06, -0.71, -1.74)
N (-3.67, -1.16, -1.39)
O (-1.55, -1.99, -2.64)
C (-1.77, -2.15, 0.65)
F (-1.86, -3.22, -0.18)
F (-3.04, -1.94, 1.07)
F (-1.08, -2.53, 1.76)
C (0.41, -1.18, -0.33)
C (0.70, -2.65, -0.74)
C (2.19, -3.00, -0.86)
C (2.34, -4.24, -1.74)
I (2.90, -5.99, -0.63)
C (0.97, -0.22, -1.43)
Br (1.39, -0.93, -3.21)
C (2.24, 0.55, -0.99)
C (2.63, 1.63, -2.00)
N (1.17, -1.09, 0.93)
H (3.14, 1.94, 2.66)
H (4.41, 2.85, 3.45)
H (2.88, 3.60, 3.14)
H (2.07, 2.98, 5.14)
H (3.63, 2.32, 5.54)
H (0.48, 0.18, 4.76)
H (0.86, 1.61, 3.75)
H (3.74, -0.22, 2.98)
H (2.99, -1.33, 4.11)
H (2.97, -1.71, 2.42)
H (-0.94, -0.22, 2.78)
H (-1.14, 1.65, -0.95)
H (0.26, 1.60, 0.03)
H (-0.71, 3.72, -0.06)
H (-2.20, 3.26, 0.66)
H (-0.81, 2.64, 2.77)
H (0.54, 3.42, 1.98)
H (-2.99, -0.11, 2.16)
H (-2.46, 1.47, 2.21)
H (-4.50, 0.39, 0.48)
H (-3.44, 1.50, -0.38)
H (-5.73, 3.77, 1.03)
H (-5.40, 2.99, -0.34)
H (-3.90, -2.14, -1.52)
H (-4.26, -0.62, -2.02)
H (-2.15, -2.74, -2.58)
H (0.35, -3.32, 0.04)
H (0.16, -2.95, -1.62)
H (2.82, -2.20, -1.22)
H (2.58, -3.28, 0.12)
H (3.10, -4.11, -2.51)
H (1.42, -4.51, -2.23)
H (0.28, 0.57, -1.68)
H (3.06, -0.15, -0.90)
H (2.12, 0.98, 0.01)
H (1.77, 2.02, -2.53)
H (3.38, 1.23, -2.67)
H (3.13, 2.43, -1.45)
H (2.18, -1.06, 0.79)
C (0.50, -7.30, -2.93)
O (-0.03, -6.21, -2.79)
N (-0.08, -8.36, -3.51)
C (0.61, -9.63, -3.65)
C (-1.43, -8.23, -4.03)
H (1.53, -7.50, -2.58)
H (0.70, -9.90, -4.70)
H (0.06, -10.41, -3.13)
H (1.61, -9.56, -3.22)
H (-1.47, -7.45, -4.78)
H (-2.11, -7.96, -3.22)
H (-1.75, -9.17, -4.47)
C (-2.63, -9.05, -7.07)
O (-3.17, -9.95, -6.45)
N (-3.28, -8.08, -7.74)
C (-2.58, -7.04, -8.46)
C (-4.74, -8.09, -7.74)
H (-1.54, -8.96, -7.14)
H (-2.84, -6.06, -8.06)
H (-2.84, -7.07, -9.52)
H (-1.50, -7.18, -8.36)
H (-5.11, -8.02, -6.72)
H (-5.11, -9.02, -8.17)
H (-5.10, -7.25, -8.32)
C (1.87, -6.82, 2.98)
O (2.88, -7.16, 3.56)
N (0.83, -6.19, 3.57)
C (-0.36, -5.82, 2.82)
C (0.90, -5.89, 4.98)
H (1.71, -7.01, 1.91)
H (-0.51, -4.74, 2.86)
H (-1.24, -6.31, 3.24)
H (-0.25, -6.12, 1.78)
H (1.76, -5.24, 5.18)
H (1.03, -6.80, 5.56)
H (-0.01, -5.39, 5.30)
C (7.12, 1.47, 3.79)
O (5.98, 1.06, 3.62)
N (7.83, 1.29, 4.91)
C (9.18, 1.80, 5.06)
C (7.22, 0.57, 6.02)
H (7.67, 2.03, 3.01)
H (9.88, 0.98, 5.24)
H (9.23, 2.51, 5.89)
H (9.49, 2.32, 4.15)
H (6.96, -0.44, 5.70)
H (6.32, 1.08, 6.34)
H (7.92, 0.52, 6.84)
C (-8.94, 2.67, 0.94)
O (-7.86, 2.16, 0.70)
N (-9.25, 3.28, 2.09)
C (-10.56, 3.87, 2.32)
C (-8.25, 3.34, 3.14)
H (-9.76, 2.68, 0.21)
H (-10.46, 4.93, 2.53)
H (-11.04, 3.39, 3.18)
H (-11.18, 3.74, 1.45)
H (-7.36, 3.87, 2.80)
H (-7.94, 2.33, 3.43)
H (-8.66, 3.85, 4.01)
C (4.60, -0.66, -5.75)
O (4.02, -0.05, -4.88)
N (4.30, -0.61, -7.06)
C (5.03, -1.37, -8.05)
C (3.19, 0.23, -7.48)
H (5.45, -1.33, -5.53)
H (5.48, -0.70, -8.78)
H (4.36, -2.06, -8.58)
H (5.82, -1.95, -7.58)
H (3.39, 1.27, -7.20)
H (2.27, -0.08, -6.99)
H (3.07, 0.17, -8.56)
C (0.30, 4.20, -2.79)
O (-0.19, 3.23, -2.22)
N (-0.42, 5.19, -3.34)
C (0.21, 6.32, -4.01)
C (-1.87, 5.13, -3.25)
H (1.38, 4.33, -2.91)
H (-0.07, 7.25, -3.51)
H (-0.12, 6.36, -5.05)
H (1.29, 6.21, -3.99)
H (-2.18, 5.11, -2.21)
H (-2.24, 4.23, -3.74)
H (-2.30, 6.00, -3.74)
C (2.13, 9.48, 6.02)
O (2.33, 10.25, 6.94)
N (0.91, 9.21, 5.51)
C (0.72, 8.28, 4.42)
C (-0.25, 9.88, 6.08)
H (2.94, 8.92, 5.52)
H (0.27, 8.78, 3.56)
H (0.08, 7.46, 4.73)
H (1.69, 7.87, 4.11)
H (-0.14, 10.96, 5.98)
H (-0.34, 9.64, 7.14)
H (-1.15, 9.55, 5.56)

Löwdin population analysis, charges in e, atoms 1 to 8: number 1, C, carries -0.06; number 2, C, carries -0.21; number 3, O, carries -0.12; number 4, C, carries -0.15; number 5, N, carries 0.00; number 6, C, carries 0.03; number 7, C, carries -0.29; number 8, N, carries 0.15

---

> Which of these has the lowest calculated total energy?

C47H95BrF8IN13O11P